ORCA calculation (ωB97M-V/def2-TZVPD) on a structure of composition C41H41N6O8PS2Sc at a distorted geometry.

Properties
* frontier orbital gap: 7.969 eV
* energy relative to the best compared isomer or geometry (same formula, charge and spin): 12.9 kcal/mol
* net charge: +1
* HOMO energy: -0.3803 Eh

XYZ file:
```
100
Properties=species:S:1:pos:R:3:mulliken_charge:R:1
Sc -0.30590 0.15271 -0.48522 -1.67
N 4.40829 1.98764 5.84445 -0.48
C 3.48602 2.07577 4.83981 1.18
C 3.87042 1.93675 3.49782 -0.88
C 2.92617 1.95943 2.49237 -0.30
C 1.58874 2.13837 2.81320 -0.81
C 1.18538 2.29409 4.13631 -0.63
C 2.12726 2.27071 5.13960 -0.89
S 0.33375 1.97842 1.60066 1.77
O 0.94158 2.01246 0.25149 -0.26
O -0.68336 2.97609 1.81341 -0.84
N -0.17169 0.46449 1.63786 1.18
C -1.35006 0.09080 2.24228 0.06
N -2.07462 -0.74824 1.48257 0.01
C -3.18036 -1.23631 2.02551 -0.06
C -3.58974 -0.89284 3.30479 -0.95
C -2.78474 0.00569 3.98304 -0.38
N -1.66261 0.50028 3.46669 -0.43
H 5.38685 2.03283 5.62791 0.21
H 4.13750 2.24197 6.77652 0.20
H 4.91772 1.81244 3.24902 0.36
H 3.21291 1.86336 1.45274 0.48
H 0.13301 2.42170 4.35403 0.45
H 1.82426 2.40036 6.17134 0.31
H -3.75563 -1.92024 1.41012 0.56
H -4.48983 -1.29515 3.74366 0.42
H -3.02705 0.34531 4.98404 0.49
O 0.54267 -2.14807 0.80176 -0.33
N 1.55937 -1.43451 0.22899 0.22
C 2.62874 -1.26230 0.89002 -0.74
C 3.76444 -0.52488 0.35287 0.89
C 4.93537 -0.53227 1.11362 -0.99
C 6.06572 0.13956 0.69305 -1.06
C 6.03726 0.82838 -0.51085 -0.78
C 4.87713 0.85069 -1.27012 -1.20
C 3.72609 0.18008 -0.86814 0.59
P 2.17887 0.26413 -1.86818 2.61
C 2.53583 1.65749 -3.00790 0.11
C 1.99333 2.89584 -2.66534 -0.52
C 2.18254 4.00209 -3.47982 -0.80
C 2.90465 3.88075 -4.65728 -0.68
C 3.46332 2.65728 -4.99744 -0.95
C 3.29012 1.55376 -4.17629 -0.04
C 2.39910 -1.20895 -2.93944 0.77
C 3.02854 -2.36091 -2.46635 -0.44
C 3.14785 -3.47936 -3.27417 -0.78
C 2.64796 -3.46297 -4.56787 -0.76
C 2.03443 -2.31932 -5.05003 -0.81
C 1.90070 -1.20286 -4.24040 -0.40
H 0.75398 -2.38509 1.71823 0.35
H 2.73922 -1.68609 1.89181 0.39
H 4.94736 -1.08001 2.04962 0.43
H 6.96277 0.13146 1.29772 0.46
H 6.92276 1.34214 -0.86064 0.48
H 4.87179 1.40001 -2.20119 0.40
H 1.43469 2.97688 -1.74160 0.32
H 1.76830 4.96323 -3.19849 0.51
H 3.03850 4.73586 -5.30700 0.41
H 4.03878 2.55779 -5.90904 0.45
H 3.74644 0.61051 -4.44527 0.61
H 3.45110 -2.37965 -1.47180 0.19
H 3.64638 -4.36312 -2.89689 0.46
H 2.73681 -4.34074 -5.19423 0.41
H 1.63603 -2.29874 -6.05599 0.44
H 1.39668 -0.32662 -4.62180 0.48
O -3.47107 2.89284 0.11119 -0.84
C -2.38670 2.55302 -0.37745 0.13
O -1.89097 1.39720 -0.38262 1.23
C -1.65278 3.66128 -1.18161 -0.39
N -2.27477 4.93072 -0.70935 0.12
C -2.67789 5.73457 -1.88726 -0.64
C -3.06573 4.65651 -2.89206 -0.74
C -1.99459 3.57526 -2.68095 0.26
H -0.58973 3.62062 -0.97532 0.33
H -1.70703 5.41573 -0.01949 0.37
H -3.11144 4.47016 -0.18988 0.53
H -1.82284 6.31186 -2.23918 0.30
H -3.48719 6.41359 -1.62878 0.42
H -3.08286 5.03874 -3.90982 0.45
H -4.05730 4.26729 -2.65384 0.27
H -1.11226 3.77805 -3.28667 0.36
H -2.34640 2.57999 -2.94759 -0.57
C -7.03557 1.20154 -3.40135 -1.67
C -5.64004 0.67210 -3.22551 1.04
C -5.17202 0.29324 -1.97012 -0.78
C -3.88680 -0.19748 -1.80521 -0.56
C -3.05584 -0.29276 -2.90996 -0.32
C -3.50581 0.05355 -4.17638 -0.59
C -4.79451 0.53184 -4.32682 -0.80
S -1.36351 -0.77158 -2.73380 2.16
O -1.00343 -1.58059 -3.84836 -0.68
O -0.59031 0.50716 -2.59826 -0.31
O -1.18242 -1.40624 -1.39625 -0.78
H -7.47574 1.47998 -2.44545 0.37
H -7.67408 0.44005 -3.85403 0.36
H -7.04552 2.07008 -4.05948 0.39
H -5.82429 0.38566 -1.11061 0.39
H -3.52888 -0.50194 -0.83199 0.41
H -2.83993 -0.06209 -5.02256 0.52
H -5.15934 0.78716 -5.31440 0.42
```

ORCA calculation (ωB97M-V/def2-TZVPD) on a structure of composition C41H42N8O6PS2Sc.

Properties
* frontier orbital gap: 6.724 eV
* energy relative to the best compared isomer or geometry (same formula, charge and spin): 15.9 kcal/mol
* net charge: 0
* HOMO energy: -0.2488 Eh

XYZ file:
```
101
Properties=species:S:1:pos:R:3:mulliken_charge:R:1
Sc -0.41510 0.82034 0.96962 0.08
N 3.81610 0.40380 2.27612 0.19
C 2.63957 0.99327 2.02608 -1.02
N 1.49238 0.45939 2.31090 -0.32
C 1.44390 -0.78939 2.91404 -0.09
N 0.31399 -1.27546 3.27740 -0.89
N -0.71631 -0.36035 3.05948 0.95
C -1.66195 -0.43602 3.90490 -0.82
C -2.70800 0.60791 3.98053 0.52
C -4.05697 0.29781 3.89821 -0.57
C -4.97187 1.33586 3.94210 -0.44
C -4.50234 2.62927 4.09494 -0.39
C -3.13376 2.82896 4.20832 -0.28
N -2.24459 1.84586 4.15649 -0.25
C 2.69411 -1.50478 3.16484 1.21
C 2.73762 -2.76930 3.75163 -0.35
C 3.94806 -3.39362 3.96596 -0.90
C 5.13313 -2.76430 3.58531 -0.44
C 5.10839 -1.51091 3.01250 -1.00
C 3.88394 -0.87666 2.81222 0.17
H 4.66453 0.88102 2.02349 0.30
H 2.64311 1.98767 1.60112 0.87
H -1.65242 -1.24102 4.64022 0.49
H -4.37472 -0.72801 3.76351 0.41
H -6.03147 1.13870 3.84570 0.42
H -5.17721 3.47375 4.12231 0.43
H -2.73270 3.82860 4.33194 0.41
H 1.80099 -3.23514 4.02618 0.50
H 3.98145 -4.37287 4.42449 0.44
H 6.08225 -3.25994 3.74166 0.43
H 6.02705 -1.01269 2.72596 0.42
O 1.40581 4.53294 1.01331 -0.78
C 0.37511 3.87162 1.05253 0.36
O 0.40045 2.57873 1.11935 0.15
C -0.97532 4.53149 1.03961 0.05
C -0.95201 5.92974 1.06795 -0.81
C -2.10679 6.68314 1.07654 -0.60
C -3.33307 6.02469 1.05471 -0.69
C -3.37610 4.64560 1.02201 -1.28
C -2.21304 3.85548 1.01046 1.16
S -2.52508 2.11932 0.90191 -0.40
H 0.02152 6.40083 1.08801 0.44
H -2.05768 7.76399 1.10042 0.40
H -4.25871 6.58798 1.05799 0.42
H -4.33097 4.13398 1.00060 0.52
N 2.94903 -2.29602 -1.79119 -0.01
C 3.53304 -3.35700 -1.06646 -0.24
C 4.74740 -3.90668 -1.44631 -0.83
C 5.28035 -4.96473 -0.72186 -0.67
C 4.61928 -5.45025 0.39557 -0.80
C 3.42324 -4.86914 0.79710 -0.72
C 2.87126 -3.83590 0.05654 1.09
S 1.31990 -3.10568 0.46010 -0.27
N 1.54768 -1.49380 -0.06249 0.25
C 2.25709 -1.30245 -1.10598 -0.38
C 2.36758 0.06103 -1.70282 0.78
C 2.23696 0.22457 -3.07558 -0.42
C 2.28025 1.51151 -3.58815 -0.65
C 2.46517 2.57140 -2.71775 -0.86
C 2.61395 2.29993 -1.36434 -0.45
N 2.57519 1.06888 -0.86563 -0.05
H 3.54609 -1.93088 -2.51710 0.35
H 5.26519 -3.51989 -2.31680 0.43
H 6.21607 -5.40783 -1.03602 0.41
H 5.03450 -6.27499 0.95948 0.41
H 2.90282 -5.22741 1.67553 0.49
H 2.04102 -0.62560 -3.71664 0.33
H 2.15132 1.68198 -4.64928 0.45
H 2.48792 3.59355 -3.06912 0.44
H 2.74551 3.10620 -0.64851 0.68
C -2.42065 2.66489 -2.53279 -1.52
C -2.68684 1.28444 -3.11514 1.89
C -4.07801 1.21755 -3.72304 -1.82
C -1.62535 0.91427 -4.14542 -1.28
O -2.73500 0.29557 -2.03183 -0.09
P -1.49553 -0.32598 -1.28162 -1.05
O -0.32469 0.63588 -1.20106 1.77
O -1.85009 -0.69994 0.14215 -0.77
O -1.03890 -1.58082 -2.13718 0.92
C -1.82001 -2.77040 -2.47838 1.68
C -3.17919 -2.40722 -3.06146 -1.57
C -0.95968 -3.47894 -3.51379 -1.70
C -2.00020 -3.62655 -1.23387 -1.42
H -2.42565 3.39936 -3.34123 0.55
H -1.45504 2.69240 -2.03123 -0.06
H -3.18970 2.92759 -1.80783 0.32
H -4.17416 1.96296 -4.51361 0.40
H -4.82561 1.41996 -2.95620 0.36
H -4.26886 0.23032 -4.14600 0.35
H -1.65395 1.63374 -4.96518 0.58
H -1.80323 -0.08063 -4.55415 0.16
H -0.63312 0.94194 -3.69559 0.03
H -3.07635 -1.77442 -3.94258 0.20
H -3.80286 -1.89048 -2.33256 0.35
H -3.68261 -3.32870 -3.35722 0.60
H -0.84254 -2.85145 -4.39754 0.35
H -1.42365 -4.42101 -3.80996 0.42
H 0.02679 -3.68772 -3.09714 0.21
H -2.49015 -3.04808 -0.45079 0.28
H -1.03497 -3.96218 -0.86444 0.21
H -2.61336 -4.49844 -1.46917 0.46
```

ORCA calculation (ωB97M-V/def2-TZVPD) on a structure of composition C41H43BrMoN7O4 at a distorted geometry.

Properties
* frontier orbital gap (spin up / spin down): 6.045 / 4.213 eV
* net charge: +3
* HOMO energy (spin up / spin down): -0.5216 / -0.5130 Eh
* spin multiplicity: 3

XYZ file:
```
97
Properties=species:S:1:pos:R:3:mulliken_spin:R:1
Mo -0.32174 -25.19293 -6.24888 1.02
C -3.27902 -31.79821 -7.70069 0.00
C -2.97951 -30.34152 -7.35049 0.00
C -3.80900 -29.67185 -6.44603 0.00
C -3.55502 -28.40243 -5.91050 0.00
C -4.55862 -27.89001 -4.96930 0.00
N -4.44844 -27.05177 -3.94655 0.00
C -3.32286 -26.94548 -2.93542 0.00
C -2.97941 -28.08271 -2.04654 0.00
C -1.78232 -29.03653 -2.45060 0.00
N -0.59299 -28.40901 -3.01651 0.00
C 0.66227 -28.57467 -2.53383 0.00
C 1.73293 -28.00507 -3.23467 0.01
C 3.02608 -28.26211 -2.70551 0.00
C 4.20289 -28.03065 -3.38067 0.00
C 5.53794 -28.37424 -2.74257 0.00
C 4.10557 -27.38553 -4.59962 -0.01
C 2.86723 -26.91751 -5.06767 0.01
C 2.87559 -26.09891 -6.30696 0.00
N 1.88148 -25.59509 -6.96487 -0.04
C 2.32346 -24.78634 -8.12231 0.00
C 1.31444 -24.71144 -9.25141 0.02
C 0.65537 -26.06132 -9.36753 -0.01
N -0.24409 -26.36364 -8.18784 -0.03
C -0.81992 -27.51812 -8.31722 0.02
C -1.65464 -28.30629 -7.41924 -0.02
C -1.82522 -29.65283 -7.77990 0.00
C -2.36996 -27.63856 -6.34144 0.00
O -2.11571 -26.42532 -5.86587 0.01
C 1.62813 -27.23439 -4.41487 0.01
O 0.45357 -26.75561 -4.73072 -0.04
H -3.56382 -32.30815 -6.76476 0.00
H -2.41272 -32.29162 -8.18638 0.00
H -4.12142 -31.95881 -8.34660 0.00
H -4.67576 -30.21662 -6.04525 0.00
H -5.58850 -28.02808 -5.30320 0.00
H -5.27522 -26.52042 -3.71399 0.00
H -3.65926 -26.14522 -2.29124 0.00
H -2.39326 -26.71640 -3.44784 -0.01
H -3.81857 -28.75970 -1.79922 0.00
H -2.64891 -27.67328 -1.11518 0.00
H -2.11166 -29.86950 -3.14680 0.00
H -1.54485 -29.58981 -1.52062 0.00
H -0.67260 -27.79293 -3.83371 0.00
H 0.89478 -29.22717 -1.69245 0.00
H 3.07123 -28.67428 -1.71592 0.00
H 5.62361 -27.94940 -1.74752 0.00
H 6.43777 -28.08104 -3.30222 0.00
H 5.57631 -29.49280 -2.69488 0.00
H 5.00390 -27.24743 -5.18713 0.00
H 3.92548 -25.98136 -6.73582 -0.01
H 3.25987 -25.32101 -8.37845 -0.01
H 2.55905 -23.71940 -7.76453 0.00
H 1.85590 -24.51282 -10.18658 0.00
H 0.59992 -23.91579 -9.09837 -0.01
H 1.50117 -26.82227 -9.43854 0.00
H 0.07831 -26.15056 -10.30535 0.00
H -0.77048 -27.99840 -9.33014 0.00
H -1.20582 -30.00932 -8.58347 0.00
Br -4.06769 -14.20892 -12.51158 0.08
C -3.89263 -15.72065 -11.43701 0.18
C -2.79251 -15.66769 -10.59712 0.00
C -2.44738 -16.78073 -9.81474 0.06
C -3.27196 -17.89844 -9.89955 0.18
C -4.40163 -17.94224 -10.77064 0.05
C -4.75530 -16.84631 -11.53518 -0.03
N -3.09147 -19.09797 -9.17390 0.02
N -2.00316 -19.01266 -8.48546 -0.07
C -1.53711 -20.06349 -7.69834 0.20
C -0.35841 -19.85245 -6.90254 0.00
C 0.35657 -20.89891 -6.44373 0.03
C -0.10924 -22.22301 -6.66001 0.10
O 0.65955 -23.24934 -6.31428 0.12
C -1.39565 -22.42113 -7.22076 0.08
N -1.83925 -23.72990 -7.23362 -0.03
C -3.14452 -23.91564 -7.56185 0.00
C -4.01415 -22.91478 -7.85954 0.02
C -3.51969 -21.62458 -7.98726 0.01
C -2.13156 -21.36251 -7.71117 0.01
H -2.20901 -14.75959 -10.51650 0.00
H -1.59776 -16.86597 -9.14190 0.00
H -4.99714 -18.89087 -10.63462 0.00
H -5.64998 -16.86823 -12.13041 0.00
H -0.08273 -18.77513 -6.83672 0.00
H 1.29877 -20.72402 -5.97403 0.00
H -3.41441 -24.93364 -7.69785 0.00
H -5.10969 -23.09584 -7.93301 0.00
H -4.18687 -20.79149 -8.23090 0.00
C 0.50421 -23.06476 -3.34195 0.00
C -0.96524 -23.18748 -3.68059 0.00
O -1.19708 -24.44758 -4.40451 0.03
H 0.65494 -22.11193 -2.80112 0.00
H 1.16407 -23.11715 -4.22417 0.00
H 0.82210 -23.86776 -2.68129 0.00
H -1.41925 -22.31969 -4.18354 0.00
H -1.48786 -23.28587 -2.72471 0.00
H -2.10537 -24.71177 -4.62807 0.01
```

Q: Which value of net charge does entry 1 give?
A: +1

Q: Which of these has the lowest net charge?
A: C41H42N8O6PS2Sc